Entry 1:
ORCA calculation (ωB97M-V/def2-TZVPD) on a molecular structure, C11H17CeCl2Ti at a distorted geometry.

Its energy relative to the best compared isomer or geometry (same formula, charge and spin) is 0.00 kcal/mol. Its expectation value of S² is 2.01. The spin multiplicity is 3. As for the net charge: -1. The orbital gap (alpha / beta) is 3.94 / 5.66 eV.

Atoms and positions in Å:
1 Ti -0.65356 0.63226 -0.37293
2 Cl -1.32027 2.47722 -1.35726
3 C -2.27560 -0.33458 0.35514
4 H -2.08199 -0.84153 1.30903
5 H -2.50116 -1.08143 -0.42606
6 H -3.12542 0.35172 0.46455
7 Ce 1.14688 -1.20567 -3.71349
8 C 2.67033 0.49017 -3.87572
9 C -0.60816 -0.34972 -4.90734
10 C 0.39819 -0.82391 -1.50359
11 H -1.30796 -1.18118 -5.09654
12 H -1.08632 0.43057 -4.29302
13 H -0.23686 0.06274 -5.85870
14 H 3.64416 0.08674 -3.54859
15 H 2.73310 0.84206 -4.91713
16 H 2.34551 1.30086 -3.20399
17 H -0.19712 -1.78189 -1.37907
18 H 1.37234 -1.01517 -0.96091
19 Cl -1.75907 2.28606 2.57727
20 C -0.76104 0.98785 3.12986
21 C -1.09283 0.35571 4.32586
22 C -0.40676 -0.80375 4.70873
23 C 0.60130 -1.31513 3.88635
24 C 0.95455 -0.66732 2.71246
25 C 0.28819 0.51169 2.30467
26 C 0.68948 1.22220 1.07410
27 H -1.88590 0.77120 4.94307
28 H -0.66277 -1.30101 5.64464
29 H 1.12903 -2.22694 4.18001
30 H 1.74657 -1.05901 2.06323
31 H 1.62207 0.86716 0.62509
32 H 0.62108 2.31202 1.11030

Mulliken atomic charge list, values in e, 4 entries: number 1, Ti, carries 0.58; number 2, Cl, carries -0.61; number 3, C, carries -1.26; number 4, H, carries 0.30

Entry 2:
ORCA calculation (ωB97M-V/def2-TZVPD) on a molecular structure, C11H17Cl2NO2OsSe at a distorted geometry.

Its expectation value of S² is 6.04. The spin multiplicity is 5. As for the net charge: -2. The orbital gap (alpha / beta) is 4.21 / 5.25 eV.

Atoms and positions in Å:
1 C -0.36340 1.02681 0.62507
2 C -1.28981 0.67709 -0.43676
3 C -0.54415 0.28291 -1.57002
4 C -2.73836 0.73173 -0.35324
5 C 0.82789 0.46413 -1.30783
6 C 0.99166 0.90273 0.06577
7 C 2.16505 1.67463 0.56224
8 C -0.72782 1.93811 1.74919
9 C -1.11271 -0.22644 -2.84414
10 C 1.93392 0.33475 -2.28156
11 Os 0.43655 -0.95348 1.12069
12 Cl -3.30965 -1.93772 -0.59505
13 Cl -1.59187 -1.35573 2.06539
14 O 0.72724 -2.11851 -0.36905
15 H -3.07877 1.02390 0.63800
16 H -3.16853 -0.42286 -0.56029
17 H -3.15960 1.38806 -1.12047
18 H -1.99383 -0.84942 -2.63989
19 H -0.36248 -0.82649 -3.38252
20 H -1.42738 0.60017 -3.49671
21 H 1.83555 -0.58917 -2.86163
22 H 2.90129 0.32665 -1.77265
23 H 1.93995 1.17537 -2.98868
24 H 3.09151 1.21743 0.21499
25 H 2.17323 1.65874 1.64916
26 H 2.13383 2.71240 0.21316
27 H -1.71390 1.67047 2.14337
28 H -0.75823 2.97524 1.38041
29 H 0.00981 1.87140 2.55318
30 H 1.49424 -2.66741 -0.11963
31 O 1.28894 -0.14033 2.64374
32 H 1.98430 -0.74970 2.94469
33 Se 0.09335 -5.32576 3.33664
34 C 0.47765 -3.76296 2.63701
35 N 0.83455 -2.72674 2.15743

natural (NBO) atomic charge list, values in e, 4 entries: number 1, C, carries -0.13; number 2, C, carries 0.08; number 3, C, carries -0.08; number 4, C, carries -0.77

Entry 3:
ORCA calculation (ωB97M-V/def2-TZVPD) on a molecular structure, C11H17Cl2NO2PSn at a distorted geometry.

Its energy relative to the best compared isomer or geometry (same formula, charge and spin) is 14.92 kcal/mol. As for the net charge: +3. The orbital gap (alpha / beta) is 3.67 / 4.17 eV.

Atoms and positions in Å:
1 C -0.08320 -4.03957 -3.63731
2 C -0.27379 -2.92091 -2.68909
3 H -1.03988 -4.47099 -3.96241
4 H 0.51713 -4.83024 -3.16268
5 H 0.45409 -3.67189 -4.52350
6 O -1.28404 -2.39673 -2.26583
7 Cl 1.45979 -2.16199 -2.23784
8 Sn 0.22229 -1.16449 -0.25585
9 P -0.03903 1.34505 -1.30822
10 C -1.36649 2.59244 -1.28190
11 C 1.39756 2.41592 -0.95613
12 H 0.90643 0.33312 -3.30552
13 H 0.37153 2.02735 -3.55818
14 H -0.82958 0.69556 -3.49827
15 C 0.12042 1.06376 -3.09333
16 H 2.30300 1.80280 -0.86926
17 H 1.49819 3.14513 -1.77439
18 H -1.14816 3.36462 -2.03668
19 H -1.42580 3.06733 -0.29366
20 H 1.23978 2.94724 -0.00735
21 H -2.33240 2.12749 -1.51582
22 C -1.96002 0.43071 0.72963
23 O -2.76016 0.80902 1.45408
24 Cl 2.50619 -0.54668 0.36247
25 C 0.12197 0.01047 5.15546
26 C 0.18945 1.08461 4.26088
27 C 0.17012 0.82111 2.88469
28 N 0.10205 -0.42730 2.41169
29 C 0.11315 -1.46609 3.25297
30 C 0.09529 -1.29093 4.64488
31 H 0.10258 0.18972 6.23433
32 H 0.23762 2.12472 4.59081
33 H 0.22947 1.63286 2.15459
34 H 0.12862 -2.46796 2.81373
35 H 0.05583 -2.17527 5.28304

natural (NBO) atomic charge list, values in e, 4 entries: number 1, C, carries -0.77; number 2, C, carries 0.69; number 3, H, carries 0.32; number 4, H, carries 0.31

Entry 4:
ORCA calculation (ωB97M-V/def2-TZVPD) on a molecular structure, C11H17ClFeINO2PS at a distorted geometry.

Its energy relative to the best compared isomer or geometry (same formula, charge and spin) is 19.28 kcal/mol. Its expectation value of S² is 8.79. The spin multiplicity is 6. As for the net charge: +2. The orbital gap (alpha / beta) is 7.24 / 6.44 eV.

Atoms and positions in Å:
1 C -3.05855 2.37460 -4.91271
2 C -3.16528 1.10238 -4.15612
3 H -3.80593 2.38198 -5.72949
4 H -2.03748 2.46710 -5.32449
5 H -3.23750 3.20821 -4.21629
6 O -3.66378 0.04028 -4.39278
7 I -2.39565 1.13219 -1.92020
8 Fe -0.40487 0.66770 -0.67859
9 P 1.18773 -0.75650 -1.52441
10 C 1.44111 -2.56018 -1.43173
11 C 0.83871 -0.49176 -3.27586
12 H 2.86831 0.92231 -1.10895
13 H 3.57648 -0.50201 -1.96605
14 H 3.20909 -0.58271 -0.20598
15 C 2.88134 -0.17537 -1.17532
16 H 0.71776 0.57677 -3.47850
17 H 1.67528 -0.88715 -3.86431
18 H 2.22533 -2.87161 -2.13742
19 H 0.51856 -3.09980 -1.66958
20 H -0.08122 -1.01762 -3.55239
21 H 1.75387 -2.84487 -0.42042
22 C -0.92573 -1.04723 -0.09908
23 O -1.15366 -2.02653 0.50520
24 Cl 0.88294 2.39445 -0.75786
25 S -1.67804 1.32376 0.99203
26 C -0.88780 0.77841 2.40983
27 N -1.30715 -0.41196 2.93249
28 C -0.70749 -0.97294 4.01880
29 C 0.32432 -0.29980 4.64805
30 C 0.77049 0.92112 4.12853
31 C 0.16536 1.46862 3.00554
32 H -2.03649 -0.91695 2.43888
33 H -1.10480 -1.93664 4.32618
34 H 0.76752 -0.72813 5.53180
35 H 1.57900 1.46172 4.61195
36 H 0.48682 2.37883 2.52566

natural (NBO) atomic charge list, values in e, 4 entries: number 1, C, carries -0.75; number 2, C, carries 0.67; number 3, H, carries 0.31; number 4, H, carries 0.30

Entry 5:
ORCA calculation (ωB97M-V/def2-TZVPD) on 2 unconnected molecules or ions with the total composition C11H17N2 at a distorted geometry.

Its energy relative to the best compared isomer or geometry (same formula, charge and spin) is 7.96 kcal/mol. Its expectation value of S² is 0.77. The spin multiplicity is 2. As for the net charge: +2. The orbital gap (alpha / beta) is 9.26 / 6.59 eV.

Atoms and positions in Å:
1 C 0.40302 -3.02840 -0.95409
2 C 1.71060 -2.43258 -1.52120
3 N 0.29674 -2.51321 0.46837
4 H -0.45150 -2.64848 -1.50616
5 H 0.44425 -4.11288 -1.00570
6 H 1.53503 -1.36177 -1.59298
7 H 1.96414 -2.86963 -2.48557
8 H 0.25664 -1.48834 0.41184
9 H -0.47199 -2.91207 1.00801
10 H 1.18712 -2.72020 0.93752
11 H 2.57011 -2.69035 -0.89956
12 C -0.63908 1.54601 -2.60491
13 C -0.00603 1.14060 -0.14494
14 C -0.96700 1.27241 -1.18524
15 C -0.82078 0.74360 0.95976
16 C -2.28350 1.10291 -0.69259
17 C 1.88841 1.04688 1.35614
18 C 1.04543 0.54931 2.33785
19 C 1.36140 1.29407 0.06705
20 C -0.33523 0.38885 2.19124
21 N -2.16875 0.95451 0.65745
22 H 2.95722 1.05853 1.49990
23 H 1.50931 0.25668 3.27433
24 H 2.08142 1.58512 -0.68931
25 H -0.92755 0.10918 3.05413
26 H 0.20337 0.91621 -2.92338
27 H -0.13654 2.52381 -2.63016
28 H -3.23923 1.04321 -1.18779
29 H -2.87251 0.62269 1.31992
30 H -1.46228 1.37494 -3.28903

natural (NBO) atomic charge list, values in e, 4 entries: number 1, C, carries -0.22; number 2, C, carries -0.64; number 3, N, carries -0.68; number 4, H, carries 0.22

Entry 6:
ORCA calculation (ωB97M-V/def2-TZVPD) on 2 unconnected molecules or ions with the total composition C11H17N2O5S at a distorted geometry.

As for the net charge: +1. The orbital gap is 8.66 eV.

Atoms and positions in Å:
1 C -5.04745 1.00684 -2.43368
2 C -4.77444 -0.23724 -2.77737
3 O -4.25415 -0.63067 -4.02140
4 C -3.16814 -1.46549 -3.82321
5 O -3.00251 -2.47240 -4.44921
6 C -2.17626 -1.03694 -2.72742
7 C -1.25613 -0.04365 -3.09043
8 C -0.36703 0.36006 -2.14167
9 N -0.41500 -0.16671 -0.91736
10 C -1.26956 -1.10388 -0.53720
11 N -1.25596 -1.59782 0.79661
12 C -2.18488 -1.58758 -1.45146
13 H -4.61067 1.89874 -2.87861
14 H -5.73238 1.15087 -1.59847
15 H -4.92091 -1.03233 -2.04138
16 H -1.23462 0.37160 -4.09322
17 H 0.38724 1.11062 -2.36327
18 H 0.25345 0.16667 -0.21473
19 H -1.16159 -2.61156 0.78326
20 H -2.20201 -1.43437 1.14187
21 H -2.92601 -2.34459 -1.21325
22 O 3.14731 2.82383 2.31489
23 S 3.32755 1.51836 1.76763
24 O 2.21652 0.78962 1.21366
25 O 4.06219 0.60139 2.83345
26 C 3.49808 0.50135 4.15847
27 C 2.29711 -0.42293 4.19805
28 C 4.62950 1.55757 0.58197
29 H 3.24820 1.49283 4.53923
30 H 4.28623 0.10134 4.79331
31 H 1.45742 -0.00213 3.64434
32 H 1.97698 -0.58471 5.22725
33 H 2.53686 -1.38511 3.74407
34 H 5.48409 2.06724 1.01823
35 H 4.26762 2.10380 -0.28700
36 H 4.88334 0.53741 0.30404

natural (NBO) atomic charge list, values in e, 4 entries: number 1, C, carries -0.41; number 2, C, carries 0.08; number 3, O, carries -0.48; number 4, C, carries 0.76

Entry 7:
ORCA calculation (ωB97M-V/def2-TZVPD) on a single C11H17N3O2 molecule at a distorted geometry.

As for the SMILES: CCC1(CC=C(C)C)C(=O)NC(=N)NC1=O. Its energy relative to the best compared isomer or geometry (same formula, charge and spin) is 41.53 kcal/mol. As for the net charge: 0. The orbital gap is 9.78 eV.

Atoms and positions in Å:
1 C 0.49960 3.60840 -0.68518
2 C 1.21857 2.24686 -0.77758
3 C 0.43371 0.95207 -0.48990
4 C 1.39192 -0.24797 -0.75446
5 C 0.60574 -1.52672 -0.74520
6 C 0.63581 -2.52641 0.25827
7 C 1.42430 -2.52133 1.53396
8 C -0.29224 -3.71713 0.10209
9 C -0.80903 0.88763 -1.30739
10 O -0.82258 0.94213 -2.52378
11 N -2.04895 0.88769 -0.77022
12 C -2.24418 0.78538 0.56897
13 N -3.39284 0.71927 1.14512
14 N -1.22212 0.72909 1.40191
15 C 0.06175 0.91115 0.97287
16 O 0.80714 1.08942 1.87260
17 H -0.14483 3.61418 0.18249
18 H 1.28442 4.37384 -0.50667
19 H -0.07820 3.77311 -1.60006
20 H 2.03868 2.27679 -0.08083
21 H 1.67192 2.19443 -1.74514
22 H 1.88533 -0.14951 -1.73200
23 H 2.19322 -0.28589 0.00784
24 H 0.01221 -1.69703 -1.65884
25 H 2.12908 -3.36885 1.55133
26 H 2.00418 -1.61325 1.65516
27 H 0.73687 -2.57860 2.40103
28 H -1.03324 -3.72271 0.92097
29 H -0.79411 -3.59470 -0.84157
30 H 0.25629 -4.65933 0.06394
31 H -2.78350 0.81705 -1.46112
32 H -4.24937 0.81967 0.61094
33 H -1.37556 0.58127 2.43045

natural (NBO) atomic charge list, values in e, 4 entries: number 1, C, carries -0.62; number 2, C, carries -0.37; number 3, C, carries -0.26; number 4, C, carries -0.40

Entry 8:
ORCA calculation (ωB97M-V/def2-TZVPD) on a single C11H17N3O2S molecule at a distorted geometry.

As for the SMILES: COC(=O)Nc1ncc(CN2CCCCC2)s1. Its energy relative to the best compared isomer or geometry (same formula, charge and spin) is 21.28 kcal/mol. As for the net charge: 0. The orbital gap is 8.64 eV.

Atoms and positions in Å:
1 C -5.42022 -1.19552 0.06577
2 O -4.50261 -0.26058 0.62262
3 C -3.28062 -0.20668 0.06849
4 O -2.89176 -0.87804 -0.85260
5 N -2.52203 0.73121 0.70629
6 C -1.22315 1.00239 0.34933
7 N -0.49827 1.88398 0.94669
8 C 0.74094 1.94244 0.39504
9 C 0.98069 1.08982 -0.63603
10 C 2.24708 0.91003 -1.42172
11 N 3.22129 -0.03176 -0.91869
12 C 2.86024 -1.43377 -0.93890
13 C 2.17858 -1.94083 0.33817
14 C 3.03931 -1.60727 1.55235
15 C 3.29383 -0.10368 1.58939
16 C 3.95171 0.33517 0.27529
17 S -0.45501 0.15053 -0.96211
18 H -6.26384 -0.64511 -0.35139
19 H -4.92927 -1.77771 -0.71560
20 H -5.76270 -1.85060 0.86642
21 H -2.91438 1.25830 1.47339
22 H 1.44122 2.65230 0.79735
23 H 1.98444 0.58895 -2.43469
24 H 2.74724 1.88200 -1.49169
25 H 2.21826 -1.61421 -1.80353
26 H 3.79069 -1.99877 -1.08079
27 H 1.19903 -1.47474 0.45026
28 H 2.02976 -3.01914 0.25828
29 H 2.54368 -1.93187 2.46989
30 H 3.99356 -2.13576 1.47842
31 H 2.34775 0.42212 1.72651
32 H 3.95034 0.15336 2.42282
33 H 4.10462 1.41650 0.26958
34 H 4.93583 -0.14640 0.20474

natural (NBO) atomic charge list, values in e, 4 entries: number 1, C, carries -0.27; number 2, O, carries -0.51; number 3, C, carries 0.90; number 4, O, carries -0.63